No. 1
DFT (ωB97M-V/def2-TZVPD) results for 6 unconnected molecules or ions with the total composition C39H79FIN2O14S in a non-equilibrium geometry.

The geometry in ORCA input format:
```
! wB97M-V def2-TZVPD RIJCOSX def2/J DEFGRID3
* xyz 1 1
I 3.303 -2.685 -2.239
S -0.764 -1.368 4.371
F -1.736 -0.377 3.504
O 0.810 0.312 -4.374
O -3.778 -7.426 -0.714
O 3.720 3.352 -0.606
O 1.072 -0.875 2.465
O -3.583 -0.894 9.173
O 1.386 -4.655 -1.348
O -4.860 -8.051 -3.370
O 2.061 0.152 -7.022
O 2.089 5.122 -2.287
O -1.203 0.532 10.128
O -1.176 7.293 -4.248
O -0.219 -0.542 5.433
O 0.584 9.641 -4.130
O -1.460 -2.499 4.953
N 0.908 -3.422 1.317
N 1.965 -0.828 0.290
C -1.980 -4.053 0.679
C -0.097 1.463 1.664
C 0.477 8.668 -3.097
C 0.080 -2.373 0.617
C 6.285 -0.825 1.630
C -1.519 1.538 9.178
C 2.369 3.681 -0.343
C 4.326 -0.099 0.069
C 5.452 -1.195 0.317
C -6.013 -7.313 -2.993
C 2.200 0.520 -4.620
C 0.593 -3.362 2.780
C 2.979 4.808 -3.348
C -0.927 2.685 1.407
C -0.197 0.281 0.761
C -3.652 -7.338 -3.147
C -0.589 10.428 -4.268
C 1.597 3.965 -1.624
C 0.726 -1.900 3.351
C -1.095 0.438 -0.372
C -1.129 7.424 -5.660
C 0.688 -0.992 1.095
C -1.838 2.795 0.276
C -3.000 -1.081 10.457
C -1.465 -2.547 0.884
C 1.434 -3.459 -1.409
C 0.773 0.419 -7.557
C 0.421 -1.039 -4.564
C -4.537 -8.528 -0.233
C -2.313 0.184 10.949
C 2.443 1.079 -6.015
C 0.228 -2.559 -0.969
C -2.703 -4.634 1.987
C -2.983 -7.760 -1.846
C 3.104 -0.346 1.096
C 4.620 4.439 -0.438
C 0.119 7.297 -3.653
C -1.902 1.644 -0.622
C -2.767 -1.386 8.124
H 0.329 -1.588 -1.510
H 2.765 -0.404 -4.462
H -1.790 -2.251 1.911
H -0.401 -3.782 3.067
H -2.304 -1.926 10.447
H 6.359 -1.667 2.356
H -3.813 -1.326 11.147
H -0.606 11.205 -3.496
H -1.511 2.520 9.662
H -0.687 -3.049 -1.407
H 5.550 4.191 -0.951
H -2.878 -2.474 8.049
H -2.492 1.372 8.710
H 1.457 8.602 -2.616
H -0.754 1.522 8.401
H -0.248 8.986 -2.341
H 5.006 -2.223 0.460
H -0.403 8.174 -5.982
H 5.741 0.031 2.120
H -2.751 -8.829 -1.854
H 0.050 0.687 -6.784
H -2.981 -7.580 -3.977
H 4.831 4.584 0.625
H -2.039 -7.213 -1.748
H 2.304 4.522 0.355
H -3.555 -5.290 1.681
H 2.549 1.255 -3.886
H -1.242 -0.392 -1.093
H 2.939 0.654 1.580
H 1.918 -3.206 1.227
H 0.422 -0.479 -8.064
H -0.863 3.543 2.119
H -0.882 6.459 -6.114
H -0.564 10.907 -5.246
H -2.797 -4.041 -0.098
H -1.919 -0.002 11.954
H -2.485 3.684 0.094
H -6.843 -8.011 -2.887
H -2.118 7.731 -6.005
H 1.615 3.098 -2.294
H -3.831 -6.258 -3.165
H 1.924 2.034 -6.151
H 0.092 6.584 -2.825
H 0.703 -4.379 1.000
H -3.104 -0.936 7.190
H 4.229 5.367 -0.861
H 0.553 4.165 -1.363
H 3.522 -1.109 1.812
H -3.106 -3.774 2.591
H -2.091 -1.935 0.182
H -1.500 9.831 -4.197
H 3.550 5.704 -3.590
H -5.337 -8.141 0.398
H 3.515 1.261 -6.134
H 2.407 4.506 -4.233
H 0.874 6.952 -4.366
H 6.131 -1.294 -0.577
H 3.995 -0.043 -0.994
H -6.260 -6.587 -3.773
H -3.021 1.015 11.017
H 0.701 -1.629 -3.686
H -1.918 -5.195 2.551
H -4.983 -9.107 -1.042
H 1.917 2.808 0.141
H 1.803 -0.101 -0.411
H 0.838 1.231 -8.288
H 1.356 -4.017 3.290
H 0.873 -1.479 -5.455
H 0.563 1.519 2.553
H -5.876 -6.792 -2.042
H -3.898 -9.181 0.370
H -1.198 -4.745 0.273
H -2.588 1.651 -1.504
H 1.543 -1.940 4.127
H 7.278 -0.414 1.318
H 4.800 0.880 0.348
H -1.713 -1.141 8.266
H -0.664 -1.069 -4.678
H 3.677 4.012 -3.082
*
```

The value obtained for the total energy is -95005.879 eV. The value obtained for the molar mass is 978.030 g mol⁻¹. The value obtained for the HOMO energy is -10.37 eV. The frontier orbital gap is 7.228 eV. As for the largest force on an atom: 4.967 eV Å⁻¹.


No. 2
DFT (ωB97M-V/def2-TZVPD) results for 2 unconnected molecules or ions with the total composition C4H9N2 in a non-equilibrium geometry.

The geometry in ORCA input format:
```
! wB97M-V def2-TZVPD RIJCOSX def2/J DEFGRID3
* xyz 1 1
N -2.984 0.141 -0.571
N -3.278 -0.131 0.465
C 0.232 1.007 -0.044
C -0.702 0.576 -0.946
C 1.330 0.229 0.495
C 1.595 -1.201 0.013
H -1.344 1.404 -1.426
H 0.838 -1.447 -0.892
H 0.347 1.974 0.349
H 2.187 0.907 0.417
H -0.629 -0.415 -1.373
H -2.890 -0.295 1.450
H 1.281 0.433 1.602
H 1.372 -1.860 0.783
H 2.643 -1.323 -0.322
*
```

The value obtained for the total energy is -7262.642 eV. The value obtained for the molar mass is 85.130 g mol⁻¹. The calculation puts the energy above the lowest of the compared OMol25 structures with the same formula, charge and spin at 126.8 kcal/mol. The value obtained for the HOMO energy (alpha / beta) is -13.68 / -13.68 eV. The frontier orbital gap (alpha / beta) is 6.638 / 6.639 eV. As for the largest force on an atom: 3.286 eV Å⁻¹.


No. 3
DFT (ωB97M-V/def2-TZVPD) results for a molecular structure, NO4S in a non-equilibrium geometry.

The geometry in ORCA input format:
```
! wB97M-V def2-TZVPD RIJCOSX def2/J DEFGRID3
* xyz -1 1
S 1.376 0.979 0.517
O -1.849 -1.283 -0.568
O -1.337 0.333 0.790
O 2.712 0.914 -0.117
O 0.141 -0.469 -0.534
N -1.042 -0.474 -0.089
*
```

The value obtained for the total energy is -20512.025 eV. The value obtained for the molar mass is 110.070 g mol⁻¹. The calculation puts the energy above the lowest of the compared OMol25 structures with the same formula, charge and spin at 64.1 kcal/mol. The value obtained for the HOMO energy is -3.19 eV. The frontier orbital gap is 7.030 eV. As for the largest force on an atom: 1.332 eV Å⁻¹.